50
Properties=species:S:1:pos:R:3:forces:R:3 method="wB97M-V/def2-TZVPD" homo_energy_ev="-13.868 / -14.037" charge=+2 gap_ev="6.30 / 6.66"
Ta 0.838457 0.414493 -0.657774 0.41 -0.25 0.27
C -0.256973 -0.096079 -3.375987 0.05 -0.01 0.08
N -0.325922 -0.884951 -2.109807 -0.13 0.02 -0.08
C 0.191412 -2.262248 -2.375551 -0.01 0.03 0.06
C -1.723122 -0.955707 -1.628822 0.10 0.06 0.12
C -2.738409 -1.541335 -2.355940 -0.09 -0.02 -0.01
C -4.028464 -1.547377 -1.836966 0.04 -0.03 -0.06
C -4.289418 -0.960450 -0.609750 0.02 0.03 0.05
C -3.270977 -0.367922 0.126059 -0.01 -0.01 0.01
C -1.982097 -0.380232 -0.382661 -0.18 -0.12 -0.03
N -0.859448 0.224354 0.213310 0.08 0.09 -0.26
C -0.649937 0.761134 1.498519 -0.05 0.01 -0.08
C -1.209613 0.220078 2.654973 0.06 0.01 0.17
C -0.855631 0.728358 3.888816 -0.05 -0.08 -0.07
C 0.093117 1.742310 3.988783 0.09 0.08 -0.07
C 0.685733 2.264672 2.853870 0.00 -0.03 0.16
C 0.303551 1.801345 1.599217 0.06 -0.09 -0.15
N 0.852025 2.377835 0.350522 0.02 0.18 -0.09
C 2.129879 3.113815 0.539709 -0.02 0.03 0.05
C -0.149916 3.301856 -0.274653 -0.01 -0.04 -0.02
H -0.753277 -0.627219 -4.188791 0.01 0.01 -0.02
H 0.791829 0.039760 -3.660544 0.02 0.01 -0.01
H -0.744743 0.869709 -3.242594 -0.01 0.00 0.01
H -0.401803 -2.738351 -3.155479 -0.01 0.00 0.01
H 0.124398 -2.846015 -1.462427 0.03 0.00 0.00
H 1.226838 -2.193169 -2.702457 -0.01 -0.03 -0.01
H -2.551852 -1.992429 -3.322092 0.02 0.01 0.00
H -4.829048 -2.005417 -2.400023 0.00 0.00 -0.01
H -5.298069 -0.956109 -0.220546 0.00 0.01 0.01
H -3.486848 0.112364 1.070191 0.00 0.00 0.00
H -1.904186 -0.604235 2.576570 -0.01 0.00 -0.02
H -1.304704 0.323058 4.785117 -0.01 -0.01 -0.01
H 0.368766 2.129691 4.959489 0.01 0.01 0.00
H 1.416284 3.053199 2.956248 0.01 0.01 -0.01
H 1.960588 4.046331 1.079720 0.01 0.00 0.01
H 2.533528 3.356282 -0.441288 0.00 0.01 0.00
H 2.837083 2.496166 1.089314 0.00 -0.01 -0.02
H -0.297080 4.159117 0.383523 -0.01 0.00 0.00
H -1.101806 2.791284 -0.408331 0.01 0.00 -0.01
H 0.229536 3.645086 -1.236316 0.00 0.01 0.00
C 2.148350 -3.086611 1.311802 0.22 -0.05 -0.10
O 1.510314 -2.072887 0.495351 -0.09 -0.01 0.07
C 2.159632 -1.102208 -0.129499 -0.58 0.03 0.06
C 3.647377 -1.169640 -0.190711 0.06 0.18 0.08
H 2.526459 -3.887377 0.678428 0.00 0.01 0.00
H 1.367513 -3.463208 1.962935 0.00 -0.01 -0.01
H 2.955110 -2.657183 1.901434 -0.03 0.01 0.01
H 4.090814 -0.964753 0.788589 -0.01 -0.04 -0.01
H 4.054213 -0.440236 -0.891732 0.01 0.00 -0.01
H 3.970537 -2.168949 -0.491749 0.00 0.00 -0.05